Record 1
ORCA calculation (ωB97M-V/def2-TZVPD) on a 2-piece molecular cluster, C14H18N overall at a distorted geometry.

Each line ends with the Löwdin charge.
Element x y z (Å)
C -2.250 1.493 2.860  -0.089
C -2.422 0.455 1.729  -0.224
C -1.085 0.312 0.919  -0.100
C -0.283 -0.806 1.548  -0.211
C 0.998 -0.549 1.987  0.028
C 1.691 -1.574 2.587  0.015
C 1.114 -2.827 2.752  -0.014
C -0.130 -3.027 2.280  -0.015
N -0.799 -2.018 1.694  0.154
H -2.005 2.474 2.447  0.083
H -1.474 1.167 3.560  0.079
H -3.200 1.544 3.399  0.082
H -2.666 -0.482 2.248  0.093
H -3.278 0.675 1.089  0.114
H -1.262 0.125 -0.145  0.129
H -0.546 1.252 1.044  0.115
H 1.397 0.444 1.836  0.138
H 2.702 -1.380 2.933  0.136
H 1.666 -3.611 3.254  0.134
H -0.643 -3.978 2.370  0.152
H -1.748 -2.173 1.365  0.188
C 1.136 0.235 -4.776  -0.086
C 1.127 1.618 -4.906  -0.082
C 1.172 2.423 -3.777  -0.088
C 1.234 1.846 -2.516  -0.104
C 1.247 0.463 -2.387  -0.119
C 1.194 -0.343 -3.516  -0.099
H 1.099 -0.391 -5.658  0.106
H 1.085 2.068 -5.889  0.107
H 1.159 3.501 -3.879  0.105
H 1.274 2.475 -1.635  0.096
H 1.299 0.011 -1.402  0.079
H 1.199 -1.421 -3.415  0.099

Cartesian forces, eV/Å:
C -0.499 -0.432 -0.485
C 0.367 0.147 0.371
C -1.115 -0.643 0.793
C 0.113 1.915 -0.932
C 0.012 -0.366 0.080
C 0.785 0.479 0.181
C 1.071 0.027 0.420
C -0.960 -0.804 -0.046
N -0.252 -0.366 -0.060
H -0.019 -0.058 0.181
H -0.040 0.167 -0.088
H 0.224 0.241 0.090
H -0.062 0.004 -0.336
H 0.227 0.185 -0.014
H 0.087 -0.030 0.119
H 0.161 -0.200 -0.302
H 0.129 -0.128 0.105
H -0.100 -0.166 0.046
H -0.171 -0.058 -0.118
H -0.042 0.155 -0.095
H 0.098 -0.048 0.025
C -0.005 0.005 -0.006
C -0.008 -0.007 0.009
C 0.000 0.013 -0.004
C -0.029 -0.018 0.051
C -0.057 0.019 0.005
C -0.013 -0.034 0.033
H 0.005 0.008 0.009
H -0.005 -0.005 0.012
H 0.015 -0.012 -0.001
H 0.017 0.012 -0.021
H 0.042 -0.009 -0.009
H 0.023 0.008 -0.016

Calculated values
E_HOMO ... -0.427 Ha
Charge ... +1
Spin multiplicity ... 1
M ... 200.3 u
Gap between HOMO and LUMO ... 0.2663 hartree


Record 2
ORCA calculation (ωB97M-V/def2-TZVPD) on a 2-piece molecular cluster, HN3OS overall at a distorted geometry.

Each line ends with the Löwdin charge.
Element x y z (Å)
N 0.818 -0.812 0.889  -0.345
N 1.153 -0.833 1.938  0.170
N 0.559 -0.742 -0.248  0.091
O -0.112 2.733 3.026  -0.701
S 0.295 1.600 3.885  0.689
H -0.340 -0.333 -0.508  0.095

Cartesian forces, eV/Å:
N -0.255 0.727 1.821
N 1.047 -0.550 3.002
N -1.069 -0.061 -5.293
O -0.027 0.045 -0.056
S 0.010 -0.004 0.091
H 0.294 -0.157 0.435

Calculated values
E_HOMO (spin up / spin down) ... -0.340 / -0.339 Ha
Spin multiplicity ... 1
M ... 91.1 u
Gap between HOMO and LUMO (spin up / spin down) ... 0.2861 / 0.2846 hartree